Computed, not measured: a single C9H21PSi molecule at a distorted geometry, with ωB97M-V/def2-TZVPD.

Element x y z (Å)
C  -0.0876  -0.1593  -2.9971
C  0.2568  -1.3605  -2.1381
C  -1.4406  0.4042  -2.7593
C  0.6780  -1.0956  -0.6048
C  -1.8113  1.7578  -2.9896
C  1.5925  -2.1525  -0.1875
C  0.2809  -0.8300  3.7198
C  -1.6020  1.4205  2.4037
C  1.5636  1.3630  1.7289
Si  -0.0227  0.2396  2.0872
P  -0.8251  -0.9874  0.4687
H  0.5940  0.6203  -2.8958
H  0.0536  -0.6487  -3.9915
H  -0.5674  -2.1816  -2.1019
H  1.1988  -1.9017  -2.5578
H  -2.0654  -0.3100  -2.2784
H  0.9154  -0.0159  -0.4571
H  -0.8669  2.2617  -3.3433
H  -2.1267  2.2389  -2.0418
H  -2.6228  1.9419  -3.6788
H  1.1222  -3.1121  -0.1739
H  2.0174  -1.9008  0.9049
H  2.5915  -2.1358  -0.7653
H  0.7966  -1.8036  3.6070
H  0.9908  -0.1908  4.2743
H  -0.6802  -1.0318  4.1829
H  -2.3874  0.8260  1.9964
H  -1.6179  1.6128  3.5028
H  -1.4922  2.5452  2.0519
H  1.4590  2.2809  2.2400
H  2.3469  0.7872  2.1110
H  1.7581  1.5178  0.6824

## Properties
* total charge: 0
* HOMO energy (spin up / spin down): -7.268 / -7.945 eV
* E_tot: -26836.2403 eV
* relative energy (zero: lowest compared OMol25 entry of this formula, charge and spin): 4.900 eV

Computed, not measured: a molecular structure, C16H20CuN3S, with ωB97M-V/def2-TZVPD.

Element x y z (Å)
Cu  -0.1076  -0.1538  -0.4720
C  -2.2495  -3.6657  -2.0203
C  -3.3977  -3.0285  -2.4679
C  -3.5282  -1.6633  -2.3053
C  -2.5088  -0.9338  -1.6911
N  -1.3955  -1.5643  -1.2741
C  -1.2760  -2.8811  -1.4343
C  -2.5841  0.5429  -1.4264
C  -3.6588  1.2783  -1.9315
C  -3.7736  2.6305  -1.6538
C  -2.8070  3.2442  -0.8671
C  -1.7282  2.5058  -0.3924
C  -1.5615  1.1420  -0.6557
H  -2.1097  -4.7328  -2.1236
H  -4.1912  -3.5949  -2.9390
H  -4.4244  -1.1664  -2.6460
H  -0.3458  -3.3131  -1.0803
H  -4.4133  0.8158  -2.5571
H  -4.6069  3.1985  -2.0481
H  -2.8925  4.3002  -0.6328
H  -0.9864  3.0251  0.2091
C  2.7525  -2.3554  1.7471
N  2.7318  -0.9110  1.9263
C  2.2331  -0.5108  3.2453
C  2.5517  -0.0983  0.8539
S  2.0956  -0.7088  -0.6756
N  2.7939  1.2106  1.0399
C  3.7353  1.7111  2.0363
C  2.3644  2.1990  0.0562
H  3.1645  -2.7932  2.6557
H  3.3750  -2.6280  0.9004
H  1.7471  -2.7507  1.5798
H  1.3985  -1.1622  3.5149
H  1.8631  0.5081  3.2306
H  3.0054  -0.6030  4.0105
H  4.2726  0.8905  2.5001
H  3.2399  2.3026  2.8080
H  4.4587  2.3514  1.5294
H  1.4098  1.9087  -0.3733
H  3.0990  2.2994  -0.7454
H  2.2548  3.1542  0.5693

## Properties
* total charge: 0
* HOMO energy: -6.745 eV
* E_tot: -76861.2701 eV